(1)
The following is a DFT calculation (wB97M-V/def2-TZVPD) of an isolated molecule of C7H10.

Atoms and positions in Å:
C: 2.04487 0.41175 -0.10766
C: 0.99287 -0.50518 0.51429
C: -0.43651 -0.14042 0.12893
C: -1.09799 -0.87420 -1.01775
C: -1.52217 -1.15899 0.38959
C: -0.78982 1.26261 0.23092
C: -1.07707 2.43397 0.23346
H: 1.92434 0.46828 -1.19601
H: 3.05540 0.04905 0.11107
H: 1.95701 1.42906 0.29013
H: 1.16284 -1.54420 0.20193
H: 1.08817 -0.48394 1.60786
H: -1.76854 -0.29667 -1.64685
H: -0.50801 -1.62021 -1.54166
H: -1.19386 -2.09414 0.83711
H: -2.49329 -0.80440 0.72280
H: -1.33823 3.46764 0.24183

Force components x, y, z for each atom (eV/Å):
C 0.0 0.0 0.0
C 0.0 0.0 0.0
C 0.1 0.1 0.0
C 0.0 0.0 -0.2
C -0.1 0.0 0.1
C -0.1 0.5 0.0
C 0.1 -0.5 0.1
H 0.0 0.0 0.2
H -0.2 0.1 0.0
H 0.0 -0.2 -0.1
H 0.0 0.2 0.1
H 0.0 0.0 -0.1
H 0.1 -0.1 0.1
H 0.0 0.1 0.1
H -0.1 0.2 -0.1
H 0.2 0.0 -0.1
H 0.0 -0.1 0.0

Computed properties:
* E_tot: -272.6301 hartree
* highest occupied orbital energy: -9.30 eV
* E_LUMO: 1.1 eV



(2)
The following is a DFT calculation (wB97M-V/def2-TZVPD) of C37H41N5O3PbSSb as an isolated structure.

Atoms and positions in Å:
Pb: -0.89318 -0.46939 0.74915
C: 1.08168 -3.66989 3.45031
C: -0.29311 -3.32285 2.94867
C: -0.78774 -3.86044 1.76344
C: -2.06580 -3.54765 1.31473
C: -2.88194 -2.70767 2.06245
C: -2.40857 -2.18238 3.25995
C: -1.12124 -2.47621 3.68687
H: 1.66143 -4.19341 2.69192
H: 1.02055 -4.32069 4.32353
H: 1.63494 -2.77759 3.74686
H: -0.16814 -4.53323 1.18203
H: -2.42472 -3.95537 0.37894
H: -3.87755 -2.46563 1.71370
H: -3.04122 -1.54000 3.86016
H: -0.76272 -2.07007 4.62592
N: -0.06989 3.59106 -1.31693
C: -0.49490 2.32952 -1.38753
N: -0.24179 1.73047 -0.24112
C: 0.35781 2.69736 0.50830
N: 0.47519 3.84744 -0.11213
C: 0.83289 2.45237 1.87710
C: 1.56625 3.39786 2.58773
N: 2.01544 3.14950 3.80882
C: 1.73487 1.95594 4.32185
C: 0.98693 1.01725 3.62601
N: 0.53228 1.26979 2.40535
H: -0.12942 4.31613 -2.01556
H: -0.97268 1.89405 -2.25077
H: 1.78471 4.36315 2.15208
H: 2.10878 1.74292 5.31472
H: 0.73878 0.05475 4.05647
O: -3.58649 0.60006 -0.96200
C: -2.78458 0.06292 -1.73377
O: -1.78506 -0.65972 -1.37148
C: -2.97662 0.21740 -3.21423
C: -1.94816 -0.10442 -4.09408
C: -2.11452 0.08843 -5.45721
C: -3.31531 0.58744 -5.94410
C: -4.34595 0.90232 -5.06778
C: -4.17465 0.72612 -3.70409
H: -1.02482 -0.50551 -3.69649
H: -1.31255 -0.15589 -6.14095
H: -3.44913 0.73025 -7.00801
H: -5.28241 1.28541 -5.44950
H: -4.96038 0.97744 -3.00557
O: 1.59280 -0.77170 0.04291
S: 2.83997 -1.48442 0.49385
C: 4.17133 -0.76728 -0.49450
C: 4.28269 0.69985 -0.20035
C: 4.87471 1.14483 0.97781
C: 4.97399 2.50130 1.24391
C: 4.48717 3.42482 0.32821
C: 3.89035 2.98618 -0.84437
C: 3.77839 1.62800 -1.10311
C: 2.77406 -3.13308 -0.27258
C: 2.40107 -3.12293 -1.72223
C: 3.37066 -3.30558 -2.70369
C: 3.02517 -3.28270 -4.04670
C: 1.70398 -3.08003 -4.41824
C: 0.73015 -2.90489 -3.44457
C: 1.07625 -2.92435 -2.10285
H: 3.92394 -0.95537 -1.54016
H: 5.07986 -1.30988 -0.22590
H: 5.27479 0.42601 1.68333
H: 5.44361 2.83968 2.15733
H: 4.58354 4.48380 0.52459
H: 3.52078 3.70452 -1.56324
H: 3.31606 1.28248 -2.01939
H: 2.03489 -3.66267 0.33068
H: 3.75153 -3.58213 -0.08615
H: 4.40119 -3.47775 -2.41581
H: 3.78541 -3.43364 -4.80074
H: 1.43168 -3.07216 -5.46483
H: -0.30451 -2.76567 -3.72736
H: 0.30928 -2.79205 -1.35039
C: -5.06799 0.79537 1.97731
Sb: -3.07363 1.48883 1.76577
C: -2.80796 2.28736 3.74428
C: -3.43050 3.34747 0.80203
H: -5.67268 1.58185 2.42473
H: -5.09840 -0.08666 2.61365
H: -5.44791 0.54624 0.99024
H: -3.57449 3.03568 3.93922
H: -1.82808 2.75684 3.82481
H: -2.87973 1.50337 4.49585
H: -4.20951 3.87099 1.35315
H: -3.74770 3.15884 -0.21901
H: -2.52349 3.95127 0.80880

Force components x, y, z for each atom (eV/Å):
Pb 0.1 -0.3 -0.1
C 0.0 0.0 0.0
C 0.0 0.0 0.0
C 0.0 0.1 0.0
C 0.0 0.0 0.0
C 0.0 0.0 0.0
C 0.0 0.0 -0.1
C 0.0 0.0 0.0
H 0.0 0.0 0.0
H 0.0 0.0 0.0
H 0.0 0.0 0.0
H 0.0 0.0 0.0
H 0.0 0.0 0.0
H 0.0 0.0 0.0
H 0.0 0.0 0.0
H 0.0 0.0 0.0
N 0.0 0.0 0.1
C -0.1 -0.1 0.0
N 0.0 0.0 0.0
C 0.1 0.1 0.0
N 0.0 0.0 0.0
C 0.0 0.0 -0.1
C 0.0 0.0 0.0
N 0.0 0.0 0.0
C 0.0 0.0 0.0
C 0.0 0.0 0.0
N 0.0 0.0 -0.1
H 0.0 0.0 0.0
H 0.0 0.0 0.0
H 0.0 0.0 0.0
H 0.0 0.0 0.0
H 0.0 0.0 0.0
O 0.2 0.2 0.1
C -0.5 -0.4 0.0
O 0.4 0.2 0.1
C 0.1 0.1 0.0
C 0.0 0.0 0.0
C 0.0 0.0 0.0
C 0.0 0.0 0.0
C 0.0 0.0 0.0
C 0.0 0.0 0.0
H 0.0 0.0 0.0
H 0.0 0.0 0.0
H 0.0 0.0 0.0
H 0.0 0.0 0.0
H 0.0 0.0 0.0
O 0.0 0.1 0.0
S -0.1 0.1 0.0
C 0.0 0.0 -0.1
C 0.0 0.0 0.0
C 0.0 0.0 0.0
C 0.0 0.0 0.0
C 0.0 0.0 0.0
C 0.0 0.0 0.0
C 0.0 0.0 0.0
C 0.0 0.0 0.0
C 0.0 0.0 0.0
C 0.0 0.0 0.0
C 0.0 0.0 0.0
C 0.0 0.0 0.0
C 0.0 0.0 0.0
C 0.0 0.0 0.0
H 0.0 0.0 0.0
H 0.0 0.0 0.0
H 0.0 0.0 0.0
H 0.0 0.0 0.0
H 0.0 0.0 0.0
H 0.0 0.0 0.0
H 0.0 0.0 0.0
H 0.0 0.0 0.0
H 0.0 0.0 0.0
H 0.0 0.0 0.0
H 0.0 0.0 0.0
H 0.0 0.0 0.0
H 0.0 0.0 0.0
H 0.0 0.0 0.0
C 0.0 0.0 0.0
Sb -0.1 0.1 0.2
C 0.0 0.0 -0.1
C 0.1 0.0 0.0
H 0.0 0.0 0.0
H 0.0 0.0 0.0
H 0.0 0.0 0.0
H 0.0 0.0 0.0
H 0.0 0.0 0.0
H 0.0 -0.1 0.0
H 0.0 0.0 0.0
H 0.0 0.0 -0.1
H 0.0 0.0 0.0

Computed properties:
* E_tot: -2765.1794 hartree
* charge: +1
* highest occupied orbital energy: -10.66 eV
* E_LUMO: -2.7 eV



(3)
The following is a DFT calculation (wB97M-V/def2-TZVPD) of C23H28NORe as an isolated structure in a non-equilibrium geometry.

Atoms and positions in Å:
C: 0.49923 -2.10607 2.80906
C: -0.45810 -2.23901 1.74395
C: 0.18697 -1.89639 0.51502
H: -1.48394 -2.57639 1.82710
C: 1.55666 -1.56094 0.81230
C: 1.74776 -1.72280 2.22747
H: 2.31284 -1.30968 0.07774
C: -0.77059 1.15851 3.76970
C: -1.48412 -0.01946 3.40816
C: -1.95430 0.13374 2.04954
H: -1.74851 -0.83481 4.07046
C: -1.42724 1.38914 1.55255
C: -0.71825 2.02285 2.64310
H: -0.24552 -1.96665 -0.47568
H: 2.68095 -1.58037 2.75913
H: 0.31895 -2.28211 3.86604
H: -0.25373 3.00243 2.57059
H: -2.65151 -0.49364 1.50435
H: -0.35545 1.37311 4.75050
Re: 0.29539 -0.20498 1.83463
C: -1.46905 1.89847 0.13460
C: -1.67182 3.41536 0.16681
C: -2.58880 1.22987 -0.67327
H: -2.61117 3.63935 0.69196
H: -1.72075 3.78143 -0.86672
H: -0.83820 3.91133 0.67363
H: -3.55150 1.38765 -0.16560
H: -2.41927 0.15461 -0.80428
H: -2.62715 1.70464 -1.66404
C: -0.09758 1.48298 -0.48192
C: 0.17322 2.05460 -1.84838
H: -0.06288 0.37764 -0.56253
H: 0.73019 1.80993 0.17698
O: -0.41422 3.06650 -2.21402
N: 1.07696 1.46495 -2.68437
C: 1.89793 0.28361 -2.45284
H: 1.23346 1.98476 -3.53888
C: 1.17652 -1.00929 -2.77622
C: 1.87311 -2.20881 -2.60668
H: 2.91788 -2.16200 -2.28909
C: 1.23694 -3.42921 -2.82898
H: 1.78403 -4.35731 -2.65532
C: -0.09042 -3.45065 -3.28010
H: -0.58500 -4.40839 -3.47049
C: -0.77336 -2.25136 -3.50472
H: -1.80028 -2.25098 -3.87252
C: -0.13453 -1.02622 -3.26775
H: -0.64807 -0.08602 -3.47765
H: 2.26105 0.26808 -1.40934
H: 2.78319 0.37435 -3.10138
C: 1.99623 0.88850 2.46035
H: 1.89676 1.97450 2.38928
H: 2.91605 0.56604 1.95933
H: 2.10306 0.63461 3.52844

Force components x, y, z for each atom (eV/Å):
C 0.2 -0.9 -0.4
C -0.2 -1.8 -0.7
C 0.4 -1.5 0.2
H 0.2 0.1 0.1
C 0.3 -1.2 -0.4
C 0.6 -1.2 -0.3
H -0.1 0.0 0.2
C 0.2 1.1 -0.9
C -0.9 0.2 -0.7
C 0.1 1.3 0.6
H 0.1 0.2 -0.1
C 0.3 -0.6 0.8
C -1.1 -0.2 0.6
H 0.0 0.2 0.0
H -0.3 0.1 -0.1
H 0.0 0.1 -0.3
H 0.0 -0.4 0.2
H 0.3 0.0 0.2
H 0.1 -0.2 -0.3
Re -0.7 2.7 1.7
C 0.1 -0.1 -0.3
C -0.3 0.1 -0.3
C -0.1 0.3 0.0
H 0.3 0.0 0.0
H -0.1 0.0 0.7
H -0.2 0.0 -0.1
H 0.2 -0.1 -0.2
H 0.0 0.1 0.0
H -0.1 -0.2 0.3
C 0.0 0.0 0.1
C -0.2 1.0 -1.2
H 0.0 0.3 0.0
H -0.2 0.0 -0.3
O 0.6 -0.7 -0.2
N 0.3 0.0 0.4
C -0.2 0.3 -0.1
H -0.1 -0.1 0.2
C -0.1 -0.2 -0.3
C -0.3 0.0 0.1
H -0.2 -0.2 0.0
C 0.0 0.1 -0.1
H -0.2 0.2 -0.1
C 0.0 0.0 0.1
H 0.2 0.4 0.1
C 0.3 0.1 0.1
H 0.3 -0.1 0.1
C 0.1 -0.3 0.2
H 0.1 -0.3 0.1
H -0.1 0.1 -0.4
H -0.2 0.0 0.3
C 0.5 0.8 0.4
H 0.1 -0.1 0.1
H -0.1 0.2 0.1
H 0.2 0.3 -0.2

Computed properties:
* E_tot: -1101.1359 hartree
* charge: +1
* highest occupied orbital energy (alpha / beta): -9.60 / -12.12 eV
* E_LUMO (alpha / beta): -3.0 / -5.0 eV
* spin multiplicity: 4



(4)
The following is a DFT calculation (wB97M-V/def2-TZVPD) of a 6-piece molecular cluster, H10IO5 overall.

Atoms and positions in Å:
I: 1.37952 14.32296 6.17100
O: 0.61914 17.82944 5.22254
H: 0.61984 16.91980 5.57844
H: -0.25513 17.93595 4.83511
O: 5.07174 13.82325 5.92433
H: 5.21706 12.90512 5.67632
H: 4.10298 13.90004 5.99915
O: 0.51742 12.21011 3.24404
H: -0.39260 12.51675 3.19707
H: 0.87479 12.65957 4.03605
O: 0.44895 11.96601 8.85725
H: 0.89822 12.50995 8.18302
H: -0.18075 11.44524 8.35000
O: 1.84472 15.54024 2.56808
H: 1.79803 15.29390 3.51162
H: 0.93249 15.49517 2.26933

Force components x, y, z for each atom (eV/Å):
I 0.0 -0.1 -0.1
O -0.2 -0.2 0.1
H 0.2 0.2 -0.1
H 0.1 -0.1 0.0
O -0.1 -0.1 0.0
H -0.1 0.1 0.0
H 0.1 0.1 0.0
O 0.1 0.0 0.2
H 0.0 0.0 0.1
H -0.1 -0.1 -0.2
O 0.1 0.0 -0.1
H -0.2 0.0 0.2
H 0.0 0.1 0.0
O 0.0 0.0 0.3
H 0.1 0.1 -0.3
H 0.0 -0.1 0.1

Computed properties:
* E_tot: -680.0147 hartree
* charge: -1
* highest occupied orbital energy: -5.20 eV
* E_LUMO: 3.2 eV